No. 1
A cluster of 2 separate species, C5H12N3 in total, computed with ωB97M-V with the def2-TZVPD basis set.

XYZ file:
```
20
C5H12N3 (ωB97M-V with the def2-TZVPD basis set)
C -0.0732 -0.3240 2.3581
C -0.4075 -0.8428 1.1891
C 0.2612 1.7343 3.5622
N -0.0108 1.0989 2.4901
H 0.2036 -0.8326 3.2702
H -0.6666 -0.2263 0.3388
H -0.4414 -1.9110 1.0493
H 0.2748 2.8151 3.5379
H 0.4792 1.1716 4.4606
H -0.1900 1.6454 1.6493
C 0.5563 -0.0300 -2.2211
C -0.5105 -0.7756 -2.4675
N -0.9326 -1.8632 -1.6370
N 0.9569 1.0054 -3.1236
H 1.1475 -0.1899 -1.3168
H -1.0987 -0.5717 -3.3577
H -0.3766 -2.6814 -1.8756
H -1.8824 -2.1198 -1.8836
H 1.9585 0.9733 -3.2735
H 0.7526 1.9244 -2.7492
```

Output
E_HOMO	-11.6	eV
gap between HOMO and LUMO	6.30	eV
E	-9841.02506	eV
total charge	+1

Here are the Mulliken charges for atoms 1 to 8, given in e: 0.298 -0.840 -0.076 -0.029 0.305 0.206 0.265 0.269



No. 2
A structure of composition C5H9Br2N3O2 at a distorted geometry, computed with ωB97M-V with the def2-TZVPD basis set.

XYZ file:
```
21
C5H9Br2N3O2 (ωB97M-V with the def2-TZVPD basis set)
C -0.2968 -1.5075 -0.7573
C -0.8963 -0.7000 0.3962
C 0.9589 0.3702 -0.7401
C -0.0541 1.4889 1.2534
C 2.5919 -0.1580 -0.1858
N 0.4161 -0.5802 -1.6457
N -0.0093 0.3904 0.3269
N 3.1314 -0.8493 -1.3240
O 3.5407 -0.2459 -2.2744
O 2.9564 -2.0314 -1.3308
Br 3.7819 1.3552 0.0351
Br 2.6271 -1.3150 1.2555
H 0.6137 -2.1502 -0.3332
H -1.0057 -2.1057 -1.3423
H -1.9413 -0.2262 0.2123
H -0.9013 -1.2146 1.3740
H 1.0682 1.3751 -1.2668
H 0.5724 1.3425 2.1934
H 0.4015 2.3586 0.6675
H -1.0564 1.7775 1.4841
H 1.0131 -0.9605 -2.3993
```

Output
E_HOMO	-8.8	eV
gap between HOMO and LUMO	8.62	eV
E	-153976.16668	eV
total charge	0

Here are the Mulliken charges for atoms 1 to 8, given in e: -0.483 -0.527 -0.615 -0.966 0.123 -0.389 0.161 0.865



No. 3
A structure of composition C3H3KLiO5 at a distorted geometry, computed with ωB97M-V with the def2-TZVPD basis set.

XYZ file:
```
13
C3H3KLiO5 (ωB97M-V with the def2-TZVPD basis set)
O 0.4367 -1.0884 0.7709
C -0.0167 0.1336 0.3675
O 1.2715 -0.1070 -2.5545
C 0.6844 0.5797 -1.7586
C -1.2156 0.2240 -0.5686
O -0.6398 0.6420 -1.8068
O 1.0940 0.7366 -0.4861
K 3.7130 0.2452 0.7104
H -0.2303 0.7443 1.2558
H -1.7042 -0.7492 -0.6786
H -1.9224 0.9929 -0.2400
Li -1.6203 -0.9110 2.8580
O 0.1496 -1.4427 2.1309
```

Output
E_HOMO	-11.7	eV
gap between HOMO and LUMO	7.85	eV
E	-29918.60017	eV
total charge	+1

Here are the Mulliken charges for atoms 1 to 8, given in e: -0.217 0.056 -0.485 0.671 -0.319 -0.375 -0.405 0.966



No. 4
A cluster of 2 separate species, C4H11N3O in total at a distorted geometry, computed with ωB97M-V with the def2-TZVPD basis set.

XYZ file:
```
19
C4H11N3O (ωB97M-V with the def2-TZVPD basis set)
C 0.8268 1.7697 -0.2074
C 0.5939 1.6740 1.1572
N 0.2541 0.5564 1.7733
N 1.5258 2.8150 -0.7188
H 0.5748 0.9575 -0.8817
H 0.7440 2.5453 1.7786
H 0.7214 -0.3066 1.4616
H 0.2103 0.6173 2.7827
H 1.5158 2.7898 -1.7340
H 2.4975 2.8666 -0.4203
C -1.1637 -2.3934 -1.6057
C -0.7428 -1.5821 -0.4092
N -1.7304 -0.8881 0.2186
O 0.4086 -1.5308 0.0092
H -1.9495 -3.0967 -1.3358
H -0.2901 -2.9492 -1.9373
H -1.5317 -1.7511 -2.4036
H -1.3846 -0.2058 0.8711
H -2.6851 -0.8781 -0.0893
```

Output
E_HOMO (spin up / spin down)	-13.6 / -13.7	eV
2S+1	2
gap between HOMO and LUMO (spin up / spin down)	10.14 / 7.25	eV
E	-10837.19882	eV
total charge	+1

Here are the Mulliken charges for atoms 1 to 8, given in e: -0.061 -0.063 -0.389 -0.436 0.310 0.376 0.356 0.245